Record 1
Below is a cluster of 2 separate species, C36H34N4O5S in total at a distorted geometry, with properties calculated with the ωB97M-V functional and the def2-TZVPD basis.

Geometry as ORCA input:
```
! RIJCOSX wB97M-V def2-TZVPD def2/J DEFGRID3
* xyz 0 1
C -2.526 1.211 4.170
C -1.961 -0.012 3.800
C -0.670 -0.068 3.273
C 0.107 1.112 3.146
C 1.499 1.029 2.813
C 2.099 -0.185 2.457
N 2.630 -1.190 2.149
S 2.534 2.438 3.244
C 4.138 1.761 3.691
C 4.485 1.600 5.038
C 5.742 1.078 5.361
C 6.641 0.716 4.355
C 6.295 0.900 3.012
C 5.054 1.458 2.690
O 2.746 3.232 2.049
O 1.993 3.046 4.438
C -0.542 2.356 3.382
C -1.828 2.398 3.908
H -3.503 1.256 4.660
H -2.531 -0.932 3.921
H -0.231 -1.018 2.964
H 3.773 1.884 5.812
H 6.011 0.962 6.411
H 7.616 0.301 4.612
H 6.974 0.634 2.203
H 4.806 1.662 1.654
H -0.051 3.293 3.123
H -2.281 3.369 4.115
C -3.419 -1.793 -5.255
N -3.081 -1.322 -3.933
C -4.011 -1.193 -2.938
O -5.206 -1.459 -3.038
C -3.271 -0.674 -1.707
C -3.400 -1.601 -0.489
C -4.825 -1.682 0.008
C -5.447 -2.926 0.161
C -6.815 -2.981 0.440
C -7.544 -1.798 0.614
C -6.895 -0.561 0.549
C -5.528 -0.502 0.271
N -1.895 -0.572 -2.181
C -0.909 -0.172 -1.363
C 0.421 -0.083 -1.742
C 1.411 0.357 -0.874
C 2.760 0.570 -1.297
C 3.659 1.309 -0.474
C 4.981 1.497 -0.825
C 5.431 1.052 -2.083
N 6.809 1.176 -2.395
O 7.214 0.782 -3.513
O 7.578 1.664 -1.530
C 4.548 0.402 -2.972
C 3.258 0.113 -2.562
C -1.712 -0.994 -3.572
C -0.820 -2.243 -3.681
C -1.196 0.131 -4.479
H -4.498 -1.960 -5.307
H -3.120 -1.049 -6.005
H -2.887 -2.729 -5.474
H -3.654 0.333 -1.459
H -3.033 -2.606 -0.767
H -2.741 -1.226 0.313
H -4.859 -3.837 0.013
H -7.310 -3.950 0.501
H -8.618 -1.843 0.806
H -7.449 0.366 0.694
H -5.006 0.456 0.211
H -1.210 0.096 -0.347
H 0.689 -0.336 -2.769
H 1.136 0.581 0.161
H 3.266 1.753 0.445
H 5.700 1.978 -0.167
H 4.908 0.109 -3.953
H 2.617 -0.483 -3.213
H -1.336 -3.108 -3.243
H -0.613 -2.442 -4.740
H 0.130 -2.107 -3.160
H -2.019 0.815 -4.714
H -0.397 0.704 -4.007
H -0.814 -0.306 -5.408
*
```

Computed properties:
Energy relative to the best compared isomer or geometry (same formula, charge and spin) = 0.00 kcal per mole
Lowest unoccupied orbital energy = -2.95 eV
Gap between HOMO and LUMO = 0.12086 hartree

=====

Record 2
Below is a structure of composition C36H35FN3Re at a distorted geometry, with properties calculated with the ωB97M-V functional and the def2-TZVPD basis.

Geometry as ORCA input:
```
! RIJCOSX wB97M-V def2-TZVPD def2/J DEFGRID3
* xyz 3 2
Re -0.436 -1.869 0.687
C 0.507 -3.630 3.293
C -0.497 -3.791 2.342
C -0.177 -4.138 1.008
C 1.170 -4.086 0.617
C 2.169 -3.879 1.573
C 1.842 -3.711 2.910
H 0.237 -3.464 4.328
H -1.534 -3.769 2.659
H -0.914 -4.572 0.347
H 1.440 -4.322 -0.404
H 3.208 -3.914 1.273
H 2.629 -3.621 3.646
C 1.352 2.358 -1.805
C 0.531 0.612 -0.792
N -0.473 -0.261 -0.538
C -1.507 -0.282 -1.553
C -1.733 0.587 -2.604
C -0.910 1.810 -3.051
C -2.884 0.397 -3.423
C -3.791 -0.590 -3.212
C -3.576 -1.497 -2.150
C -4.479 -2.540 -1.842
C -4.232 -3.370 -0.787
C -3.055 -3.184 -0.061
N -2.170 -2.231 -0.338
C -2.430 -1.347 -1.365
H 2.177 3.048 -1.925
H 2.331 1.293 -0.128
H -1.111 1.868 -4.121
H -3.037 1.082 -4.248
H -4.660 -0.692 -3.848
H -5.373 -2.661 -2.441
H -4.906 -4.167 -0.508
H -2.815 -3.824 0.776
C -0.557 4.170 2.132
C -1.291 3.237 1.152
C -1.766 1.924 1.803
C -0.604 2.990 -0.165
C -1.287 3.609 -1.255
C -1.458 3.091 -2.492
C 0.604 1.752 -2.937
C 1.342 0.822 -2.041
C 2.469 -0.091 -2.472
C 3.638 -0.061 -1.492
C 1.956 -1.515 -2.678
C 0.563 2.240 -0.535
N 1.397 1.246 0.290
C 1.622 1.193 1.742
C 2.156 2.346 2.299
C 2.594 2.346 3.613
C 2.514 1.185 4.370
C 2.038 0.009 3.802
C 1.633 0.036 2.489
F 1.297 -1.183 1.923
H -1.321 4.685 2.713
H 0.044 4.935 1.640
H 0.062 3.611 2.824
H -2.196 3.764 0.854
H -0.937 1.325 2.168
H -2.378 1.319 1.136
H -2.377 2.196 2.665
H -1.896 4.467 -0.995
H -2.140 3.640 -3.134
H 1.122 1.892 -3.879
H 2.809 0.287 -3.440
H 3.387 -0.569 -0.552
H 3.988 0.954 -1.272
H 4.497 -0.596 -1.895
H 1.632 -1.954 -1.729
H 2.750 -2.142 -3.081
H 1.118 -1.553 -3.376
H 2.229 3.244 1.699
H 3.002 3.249 4.044
H 2.849 1.178 5.398
H 2.006 -0.921 4.350
*
```

Computed properties:
⟨S²⟩ = 0.762
Energy relative to the best compared isomer or geometry (same formula, charge and spin) = 144.55 kcal per mole
Lowest unoccupied orbital energy (spin up / spin down) = -10.68 / -10.67 eV
Gap between HOMO and LUMO (spin up / spin down) = 0.21238 / 0.19690 hartree

=====

Record 3
Below is a structure of composition C36H35N6PTi at a distorted geometry, with properties calculated with the ωB97M-V functional and the def2-TZVPD basis.

Geometry as ORCA input:
```
! RIJCOSX wB97M-V def2-TZVPD def2/J DEFGRID3
* xyz 2 3
Ti 0.104 0.802 0.205
C -1.218 3.210 1.411
C -2.103 2.499 2.434
C -2.113 0.993 2.618
C -2.918 0.506 3.647
C -2.909 -0.838 3.951
C -2.066 -1.680 3.237
C -1.317 -1.133 2.222
N -1.357 0.169 1.879
N 0.191 2.743 1.277
C 0.850 2.506 2.587
C 1.762 1.292 2.621
C 2.621 1.097 3.695
C 3.475 0.011 3.679
C 3.491 -0.828 2.570
C 2.619 -0.557 1.538
N 1.729 0.445 1.591
C 0.975 3.661 0.401
C 1.651 3.061 -0.830
C 2.296 3.916 -1.711
C 3.014 3.378 -2.765
C 3.077 1.997 -2.912
C 2.386 1.217 -2.007
N 1.681 1.732 -0.993
H -1.226 4.276 1.662
H -1.675 3.110 0.429
H -3.124 2.809 2.192
H -1.925 2.920 3.426
H -3.533 1.197 4.208
H -3.534 -1.223 4.746
H -1.991 -2.736 3.451
H -0.644 -1.755 1.651
H 0.087 2.382 3.353
H 1.443 3.377 2.881
H 2.621 1.795 4.522
H 4.141 -0.168 4.513
H 4.177 -1.659 2.496
H 2.605 -1.164 0.641
H 1.775 4.116 0.991
H 0.330 4.481 0.078
H 2.247 4.987 -1.564
H 3.525 4.029 -3.461
H 3.638 1.535 -3.709
H 2.376 0.136 -2.093
N -0.418 -0.904 -2.621
P -0.204 -1.490 -1.022
C -1.754 -2.394 -0.714
C -1.808 -3.752 -0.417
C -3.024 -4.360 -0.133
C -4.194 -3.616 -0.149
C -4.149 -2.260 -0.451
C -2.937 -1.650 -0.724
C 1.056 -2.770 -1.233
C 1.567 -3.148 -2.472
C 2.538 -4.137 -2.561
C 3.009 -4.757 -1.413
C 2.517 -4.378 -0.171
C 1.555 -3.386 -0.083
C -0.919 0.358 -2.887
C -1.273 0.666 -4.212
C -1.745 1.916 -4.508
C -1.853 2.861 -3.483
C -1.488 2.475 -2.224
N -1.040 1.242 -1.889
H -0.620 -1.572 -3.353
H -0.907 -4.351 -0.421
H -3.057 -5.418 0.088
H -5.142 -4.092 0.062
H -5.061 -1.678 -0.473
H -2.919 -0.588 -0.942
H 1.231 -2.673 -3.385
H 2.923 -4.422 -3.530
H 3.762 -5.530 -1.486
H 2.883 -4.857 0.728
H 1.187 -3.099 0.898
H -1.161 -0.091 -4.977
H -2.024 2.164 -5.524
H -2.215 3.863 -3.663
H -1.555 3.184 -1.412
*
```

Computed properties:
⟨S²⟩ = 2.004
Energy relative to the best compared isomer or geometry (same formula, charge and spin) = 18.41 kcal per mole
Lowest unoccupied orbital energy (spin up / spin down) = -4.97 / -4.99 eV
Gap between HOMO and LUMO (spin up / spin down) = 0.26469 / 0.32070 hartree

=====

Record 4
Below is a cluster of 6 separate species, C36H36 in total at a distorted geometry, with properties calculated with the ωB97M-V functional and the def2-TZVPD basis.

Geometry as ORCA input:
```
! RIJCOSX wB97M-V def2-TZVPD def2/J DEFGRID3
* xyz 0 1
C 4.728 4.606 5.894
C 3.437 5.068 5.739
C 2.530 4.175 5.232
C 2.865 2.924 4.803
C 4.179 2.509 4.919
C 5.171 3.368 5.500
H 5.487 5.273 6.292
H 3.183 5.998 6.247
H 1.480 4.450 5.145
H 2.146 2.236 4.435
H 4.504 1.526 4.602
H 6.179 3.011 5.594
C 3.619 -2.018 -3.531
C 2.930 -2.740 -4.450
C 2.169 -3.886 -4.043
C 2.154 -4.305 -2.741
C 2.873 -3.559 -1.773
C 3.533 -2.403 -2.141
H 4.139 -1.096 -3.862
H 2.987 -2.589 -5.469
H 1.670 -4.456 -4.793
H 1.688 -5.205 -2.415
H 2.966 -3.803 -0.695
H 3.927 -1.858 -1.300
C -4.757 2.806 1.457
C -5.034 3.363 0.149
C -4.171 3.079 -0.848
C -3.017 2.292 -0.582
C -2.779 1.804 0.666
C -3.679 2.059 1.674
H -5.458 2.944 2.308
H -5.965 3.879 0.008
H -4.397 3.441 -1.803
H -2.271 2.164 -1.342
H -1.909 1.194 0.858
H -3.680 1.582 2.647
C -3.238 -2.601 3.805
C -1.970 -3.132 3.705
C -0.910 -2.264 3.911
C -1.159 -0.943 4.229
C -2.427 -0.427 4.329
C -3.467 -1.260 4.020
H -4.152 -3.224 3.599
H -1.786 -4.195 3.428
H 0.065 -2.624 3.862
H -0.371 -0.254 4.572
H -2.494 0.606 4.455
H -4.470 -0.896 4.066
C -0.570 -1.538 -7.870
C -0.105 -1.959 -6.630
C -0.647 -1.509 -5.456
C -1.815 -0.740 -5.497
C -2.376 -0.436 -6.730
C -1.734 -0.794 -7.913
H -0.108 -1.826 -8.762
H 0.873 -2.401 -6.592
H -0.105 -1.824 -4.556
H -2.155 -0.294 -4.554
H -3.252 0.208 -6.727
H -2.080 -0.496 -8.867
C 1.528 0.504 0.674
C 0.855 -0.494 1.340
C -0.012 -1.298 0.584
C -0.435 -0.960 -0.688
C 0.202 0.119 -1.292
C 1.169 0.832 -0.616
H 2.292 1.131 1.153
H 1.222 -0.738 2.379
H -0.396 -2.174 1.085
H -1.084 -1.672 -1.244
H -0.041 0.181 -2.364
H 1.728 1.562 -1.223
*
```

Computed properties:
Energy relative to the best compared isomer or geometry (same formula, charge and spin) = 42.56 kcal per mole
Lowest unoccupied orbital energy = 0.62 eV
Gap between HOMO and LUMO = 0.35848 hartree
SMILES = c1ccccc1.c1ccccc1.c1ccccc1.c1ccccc1.c1ccccc1.c1ccccc1

=====

Record 5
Below is a structure of composition C36H36AsN3O4PS3Ti at a distorted geometry, with properties calculated with the ωB97M-V functional and the def2-TZVPD basis.

Geometry as ORCA input:
```
! RIJCOSX wB97M-V def2-TZVPD def2/J DEFGRID3
* xyz -2 2
Ti 0.520 0.768 0.805
O -0.047 1.396 -0.967
N -1.055 2.160 -1.320
C -0.859 3.004 -2.342
C -1.849 3.818 -2.828
C -3.111 3.766 -2.221
C -3.313 2.893 -1.187
C -2.293 2.038 -0.716
S -2.560 0.891 0.468
H 0.143 2.972 -2.752
H -1.651 4.474 -3.663
H -3.916 4.397 -2.571
H -4.271 2.801 -0.697
O 1.063 -0.661 0.125
N 3.649 -0.009 0.172
C 3.782 -0.629 -0.989
C 4.224 -1.937 -1.116
C 4.605 -2.622 0.038
C 4.502 -1.981 1.249
C 3.987 -0.681 1.269
S 3.729 0.080 2.822
H 3.517 -0.035 -1.858
H 4.262 -2.428 -2.080
H 4.949 -3.648 -0.015
H 4.761 -2.451 2.183
O -1.235 3.493 3.013
C -0.764 2.474 2.502
O -0.029 2.474 1.439
C -0.985 1.120 3.074
C -1.877 0.894 4.115
C -2.055 -0.382 4.598
C -1.233 -1.423 4.094
C -1.301 -2.733 4.588
C -0.423 -3.710 4.158
C 0.548 -3.393 3.221
C 0.613 -2.121 2.676
C -0.284 -1.116 3.075
N -0.223 0.128 2.521
H -2.425 1.740 4.506
H -2.781 -0.596 5.371
H -2.054 -2.960 5.332
H -0.481 -4.715 4.561
H 1.258 -4.145 2.900
H 1.364 -1.882 1.936
C 2.899 4.142 -1.921
As 2.045 3.362 -0.242
C 0.827 4.912 -0.005
C 3.404 4.177 0.953
S 2.345 1.505 2.451
H 3.341 5.122 -1.741
H 2.153 4.240 -2.710
H 3.679 3.469 -2.276
H 1.387 5.850 -0.045
H 0.361 4.818 0.974
H 0.034 4.941 -0.751
H 3.676 5.185 0.633
H 4.294 3.552 1.008
H 2.957 4.216 1.945
C 0.500 -3.262 -0.471
P -0.436 -1.656 -0.231
C -2.112 -2.732 -0.587
C -2.704 -3.167 -1.768
C -3.932 -3.804 -1.770
C -4.594 -4.043 -0.578
C -4.015 -3.638 0.614
C -2.797 -2.985 0.597
C -0.430 -1.084 -1.986
C 0.727 -1.166 -2.756
C 0.731 -0.786 -4.087
C -0.427 -0.308 -4.678
C -1.582 -0.201 -3.920
C -1.582 -0.583 -2.591
H 0.337 -3.624 -1.486
H 0.091 -3.989 0.229
H 1.567 -3.140 -0.287
H -2.196 -3.002 -2.712
H -4.383 -4.104 -2.712
H -5.558 -4.542 -0.583
H -4.527 -3.816 1.553
H -2.343 -2.652 1.526
H 1.638 -1.517 -2.294
H 1.639 -0.872 -4.675
H -0.431 -0.016 -5.722
H -2.493 0.171 -4.375
H -2.493 -0.495 -2.014
*
```

Computed properties:
⟨S²⟩ = 0.774
Energy relative to the best compared isomer or geometry (same formula, charge and spin) = 31.95 kcal per mole
Lowest unoccupied orbital energy (spin up / spin down) = 4.42 / 4.42 eV
Gap between HOMO and LUMO (spin up / spin down) = 0.16257 / 0.19969 hartree

=====

Record 6
Below is a structure of composition C36H36BBiF3N8S3Sb at a distorted geometry, with properties calculated with the ωB97M-V functional and the def2-TZVPD basis.

Geometry as ORCA input:
```
! RIJCOSX wB97M-V def2-TZVPD def2/J DEFGRID3
* xyz 3 2
Bi 1.403 -0.140 0.225
C 4.352 1.009 -2.710
C 3.163 0.248 -2.561
N 2.237 0.912 -1.806
N 2.823 2.161 -1.489
C 4.116 2.192 -1.989
B 2.002 3.390 -1.180
N 1.575 3.241 0.413
C 0.849 4.258 1.023
C -0.150 3.703 1.842
C -0.050 2.314 1.643
N 0.960 2.061 0.742
N 0.676 3.319 -2.028
C 0.291 4.019 -3.146
C -0.690 3.238 -3.814
C -0.954 2.202 -2.876
N -0.219 2.317 -1.777
N 2.784 4.728 -1.262
C 3.417 5.045 -2.478
C 4.628 5.676 -2.217
C 4.730 5.680 -0.800
N 3.648 5.076 -0.255
H 5.169 0.707 -3.369
H 2.843 -0.669 -3.045
H 4.834 2.939 -1.742
H 1.245 5.255 0.981
H -0.770 4.205 2.574
H -0.728 1.508 1.874
H 0.799 4.973 -3.398
H -1.128 3.285 -4.779
H -1.674 1.387 -2.944
H 3.102 4.728 -3.481
H 5.326 6.176 -2.889
H 5.529 5.954 -0.119
C 2.708 0.352 3.626
C 1.773 -0.712 4.140
S 0.546 -1.222 2.920
C 0.531 -3.026 2.722
C 1.659 -3.790 1.941
S 2.452 -3.090 0.458
C 4.149 -2.613 1.100
C 4.230 -1.691 2.322
S 3.540 0.019 1.963
H 3.563 0.592 4.256
H 2.171 1.294 3.462
H 1.185 -0.280 4.944
H 2.336 -1.508 4.587
H -0.405 -3.300 2.273
H 0.540 -3.453 3.758
H 1.197 -4.700 1.552
H 2.393 -4.156 2.714
H 4.537 -2.057 0.198
H 4.773 -3.546 1.186
H 5.265 -1.494 2.561
H 3.851 -2.109 3.224
F -4.081 -6.975 2.054
C -3.560 -5.777 1.594
C -2.376 -5.818 0.860
C -1.967 -4.599 0.304
C -2.728 -3.422 0.362
C -3.875 -3.442 1.099
C -4.271 -4.609 1.774
Sb -1.877 -1.615 -0.466
C -2.990 -0.268 0.809
C -3.335 -0.581 2.102
C -3.984 0.304 2.939
C -4.246 1.594 2.445
F -4.931 2.480 3.232
C -3.825 1.994 1.224
C -3.188 1.014 0.391
C -2.937 -1.725 -2.286
C -4.295 -1.899 -2.253
C -5.016 -2.048 -3.438
C -4.315 -2.013 -4.648
F -5.044 -2.112 -5.810
C -2.892 -1.953 -4.712
C -2.251 -1.736 -3.494
H -1.934 -6.757 0.650
H -0.951 -4.533 -0.094
H -4.531 -2.569 1.187
H -5.205 -4.630 2.300
H -3.196 -1.621 2.484
H -4.239 -0.070 3.939
H -3.916 3.021 0.855
H -2.661 1.307 -0.555
H -4.874 -1.909 -1.312
H -6.113 -2.234 -3.519
H -2.376 -1.849 -5.628
H -1.155 -1.561 -3.459
*
```

Computed properties:
⟨S²⟩ = 0.767
Energy relative to the best compared isomer or geometry (same formula, charge and spin) = 35.55 kcal per mole
Lowest unoccupied orbital energy (spin up / spin down) = -9.28 / -12.23 eV
Gap between HOMO and LUMO (spin up / spin down) = 0.21168 / 0.10296 hartree

=====

The lowest energy relative to the best compared isomer or geometry (same formula, charge and spin) belongs to which entry?
C36H34N4O5S

=====

Among the records above, which one has the highest energy relative to the best compared isomer or geometry (same formula, charge and spin)?
C36H35FN3Re

=====

Among the records above, which one has the lowest energy relative to the best compared isomer or geometry (same formula, charge and spin)?
C36H34N4O5S